DFT (wB97M-V/def2-TZVPD) results for a structure of composition C30H39BrClCuN6O4Si in a non-equilibrium geometry.

As for the expectation value of S²: 0.753. The multiplicity is 2. As for the total energy: -6759.8370 Ha. The value obtained for the LUMO energy (spin up / spin down) is -3.863 / -5.067 eV. The relative energy (zero: lowest compared OMol25 entry of this formula, charge and spin) comes out at 114.0 kJ/mol. The HOMO energy (spin up / spin down) is -12.29 / -12.29 eV. The orbital gap (spin up / spin down) comes out at 0.310 / 0.265 hartree. The charge is +1.

```
83
Properties=species:S:1:pos:R:3:lowdin_charge:R:1
Cu 0.942 1.362 -0.650 0.39
C 1.301 -3.360 1.457 -0.13
C 2.217 -2.830 0.557 -0.12
N 2.631 -1.573 0.644 0.14
C 2.115 -0.856 1.639 -0.29
C 1.204 -1.384 2.542 -0.08
N 0.790 -2.643 2.452 0.10
C 2.629 0.533 1.764 -0.17
C 3.416 0.857 2.855 0.07
C 4.013 2.108 2.941 -0.11
C 3.777 3.000 1.903 0.07
C 2.957 2.633 0.856 -0.16
N 2.379 1.417 0.785 0.11
C 2.716 3.517 -0.306 -0.18
C 3.008 4.870 -0.339 -0.03
N 2.780 5.611 -1.418 0.13
C 2.275 4.996 -2.477 -0.07
C 1.966 3.642 -2.460 -0.07
N 2.175 2.915 -1.369 0.07
C 4.922 2.459 4.057 -0.18
C 4.942 3.743 4.587 -0.01
C 5.853 4.034 5.590 -0.12
N 6.720 3.148 6.075 0.08
C 6.684 1.917 5.573 -0.12
C 5.808 1.522 4.573 -0.01
H 0.969 -4.389 1.373 0.11
H 2.628 -3.430 -0.246 0.12
H 0.793 -0.780 3.344 0.13
H 3.570 0.116 3.627 0.14
H 4.268 3.962 1.895 0.13
H 3.426 5.380 0.520 0.12
H 2.079 5.595 -3.356 0.13
H 1.533 3.144 -3.316 0.13
H 4.244 4.500 4.251 0.12
H 5.891 5.027 6.023 0.11
H 7.394 1.211 5.987 0.11
H 5.843 0.511 4.190 0.12
O -2.401 3.033 -0.758 -0.26
Cl -1.018 3.268 -0.947 0.73
O -0.741 4.569 -1.445 -0.26
O -0.269 3.017 0.290 -0.35
O -0.455 2.238 -1.905 -0.45
C -2.054 -3.468 0.749 -0.10
C -2.089 -3.441 -0.791 -0.62
C -0.705 -3.913 -1.277 -0.11
C -3.143 -4.449 -1.299 -0.07
Si -2.606 -1.726 -1.426 0.81
Br -0.395 -0.583 -0.517 0.66
C -3.921 -0.811 -0.419 -0.61
C -5.073 -1.817 -0.189 -0.08
C -4.497 0.407 -1.155 -0.08
C -3.403 -0.306 0.940 -0.11
C -2.520 -1.406 -3.280 -0.62
C -1.398 -2.208 -3.954 -0.09
C -2.287 0.076 -3.604 -0.09
C -3.865 -1.859 -3.893 -0.07
H -1.695 -4.451 1.067 0.09
H -3.036 -3.326 1.197 0.07
H -1.375 -2.724 1.162 0.03
H -0.466 -4.838 -0.744 0.09
H 0.083 -3.192 -1.069 0.01
H -0.686 -4.143 -2.338 0.06
H -2.831 -5.454 -1.001 0.10
H -3.230 -4.446 -2.388 0.07
H -4.132 -4.272 -0.879 0.07
H -5.463 -2.231 -1.123 0.08
H -5.894 -1.285 0.298 0.10
H -4.789 -2.645 0.457 0.06
H -4.932 0.157 -2.122 0.07
H -3.756 1.188 -1.291 0.05
H -5.301 0.820 -0.539 0.10
H -2.891 -1.068 1.524 0.06
H -4.261 0.045 1.521 0.10
H -2.723 0.535 0.809 0.05
H -0.414 -1.966 -3.545 0.08
H -1.392 -1.961 -5.019 0.09
H -1.554 -3.283 -3.874 0.07
H -1.446 0.493 -3.060 0.03
H -3.159 0.693 -3.397 0.08
H -2.073 0.160 -4.674 0.10
H -4.022 -2.936 -3.797 0.07
H -3.852 -1.622 -4.960 0.10
H -4.727 -1.354 -3.457 0.07
```



DFT (wB97M-V/def2-TZVPD) results for a cluster of 8 separate species, C30H39F9N9O3PS in total in a non-equilibrium geometry.

As for the total energy: -3522.9632 Ha. The value obtained for the LUMO energy is -1.630 eV. The relative energy (zero: lowest compared OMol25 entry of this formula, charge and spin) comes out at 844.2 kJ/mol. The HOMO energy is -8.32 eV. The orbital gap comes out at 0.246 hartree. The charge is 0. Its SMILES is CCOCCc1c([PH2]=N)cc(CCC(F)(F)C(F)(F)S(F)(F)(F)(F)F)c2c1C(=O)NC2=O.CC#N.CC#N.CC#N.CC#N.CC#N.CC#N.CC#N.

```
92
Properties=species:S:1:pos:R:3:lowdin_charge:R:1
C -1.594 -1.141 3.067 -0.10
C -1.559 -0.998 1.474 -0.27
O -1.532 -2.265 0.767 -0.20
C -0.566 -2.248 -0.317 -0.20
C -1.129 -1.496 -1.644 -0.12
C -0.244 -0.203 -1.994 -0.10
C 1.121 -0.240 -2.750 -0.22
P 1.822 -1.924 -3.319 0.71
N 2.765 -1.678 -4.598 -0.35
C 1.987 1.040 -3.052 0.00
C 1.473 2.416 -2.572 -0.11
C 2.213 3.816 -2.734 -0.13
C 3.719 3.861 -2.184 -0.07
C 3.877 3.245 -0.684 -0.31
F 2.669 3.632 -0.004 0.06
F 4.006 1.843 -0.856 0.06
C 5.151 3.971 -0.039 -0.29
F 6.197 4.241 -1.014 0.04
F 4.700 5.275 0.359 0.05
S 5.871 3.167 1.493 1.01
F 5.393 4.500 2.428 -0.19
F 4.455 2.418 1.941 -0.15
F 6.460 1.829 0.672 -0.17
F 7.305 4.023 1.184 -0.19
F 6.574 2.549 2.880 -0.16
C 0.088 2.448 -1.838 0.03
C -0.766 1.184 -1.556 0.01
C -2.085 1.654 -0.804 -0.31
O -3.212 1.137 -0.662 0.05
N -1.659 2.989 -0.309 0.12
C -0.728 3.676 -1.243 -0.31
O -0.688 4.904 -1.480 0.05
H -2.236 -0.287 3.508 0.08
H -0.521 -1.040 3.470 0.08
H -2.083 -2.115 3.405 0.05
H -2.520 -0.435 1.177 0.10
H -0.671 -0.337 1.174 0.12
H -0.348 -3.356 -0.562 0.10
H 0.428 -1.796 0.053 0.13
H -2.249 -1.244 -1.513 0.13
H -1.029 -2.257 -2.509 0.08
H 0.785 -2.869 -3.605 0.00
H 2.687 -2.458 -2.281 0.01
H 2.411 -2.234 -5.390 -0.05
H 2.986 0.977 -3.614 0.11
H 1.658 4.702 -2.269 0.12
H 2.252 4.033 -3.870 0.12
H 4.499 3.404 -2.886 0.14
H 4.005 4.974 -2.079 0.14
H -2.434 3.620 -0.033 0.15
C -1.497 -3.588 6.562 -0.07
C -2.693 -2.856 6.032 -0.23
N -3.651 -2.271 5.611 0.12
H -1.697 -3.942 7.575 0.03
H -1.273 -4.444 5.923 0.08
H -0.633 -2.923 6.581 0.08
C -4.052 -6.965 7.820 -0.06
C -2.875 -6.284 8.449 -0.23
N -1.947 -5.747 8.945 0.12
H -3.803 -8.004 7.597 0.08
H -4.903 -6.941 8.502 0.08
H -4.323 -6.456 6.893 0.08
C -2.307 -6.001 -2.220 -0.06
C -0.854 -5.791 -1.916 -0.25
N 0.291 -5.626 -1.677 0.11
H -2.899 -5.860 -1.315 0.08
H -2.635 -5.286 -2.976 0.08
H -2.465 -7.014 -2.595 0.08
C 8.609 2.122 -1.900 -0.07
C 8.689 2.059 -3.396 -0.25
N 8.751 2.010 -4.573 0.11
H 9.488 1.645 -1.462 0.08
H 8.568 3.161 -1.571 0.07
H 7.713 1.604 -1.553 0.06
C -6.593 -1.760 3.551 -0.08
C -5.567 -2.071 2.494 -0.24
N -4.763 -2.319 1.658 0.13
H -7.007 -2.688 3.950 0.07
H -6.132 -1.198 4.364 0.06
H -7.402 -1.167 3.120 0.07
C -6.491 1.650 -0.597 -0.08
C -7.945 1.775 -0.253 -0.26
N -9.090 1.873 0.018 0.10
H -5.994 0.994 0.120 0.07
H -6.380 1.231 -1.598 0.08
H -6.016 2.632 -0.568 0.07
C 0.187 4.730 -6.513 -0.06
C 0.577 3.323 -6.170 -0.24
N 0.884 2.215 -5.900 0.14
H 0.497 5.406 -5.714 0.07
H 0.671 5.032 -7.443 0.08
H -0.895 4.795 -6.636 0.08
```



DFT (wB97M-V/def2-TZVPD) results for a cluster of 5 separate species, C30H39FN7O6P in total in a non-equilibrium geometry.

As for the total energy: -2442.2919 Ha. The value obtained for the LUMO energy is -0.466 eV. The HOMO energy is -9.04 eV. The orbital gap comes out at 0.315 hartree. The charge is 0. Its SMILES is CCOCC[C@@]1(ON=O)OC(=O)[C@](F)(P(N)O)[C@H]1CCN.c1ccncc1.c1ccncc1.c1ccncc1.c1ccncc1.

```
84
Properties=species:S:1:pos:R:3:lowdin_charge:R:1
C -3.744 -1.291 -1.081 -0.09
C -2.604 -0.578 -0.221 -0.26
O -2.114 0.672 -0.748 -0.18
C -1.689 0.582 -2.116 -0.18
C -0.520 -0.470 -2.414 -0.04
C 0.919 0.161 -2.690 -0.34
O 1.637 -0.752 -3.600 -0.03
N 1.588 -2.031 -3.150 -0.03
O 1.338 -2.780 -4.043 0.06
O 0.998 1.407 -3.458 0.05
C 1.247 2.524 -2.577 -0.32
O 1.271 3.687 -2.995 0.10
C 1.481 1.971 -1.058 -0.37
F 0.385 2.173 -0.151 -0.04
P 2.887 3.112 -0.397 0.96
N 2.273 4.774 -0.344 -0.19
O 3.213 2.726 1.262 -0.32
C 1.906 0.497 -1.478 -0.17
C 2.248 -0.596 -0.368 -0.12
C 1.057 -0.939 0.648 -0.28
N 1.480 -0.946 2.084 -0.01
H -3.269 -2.032 -1.817 0.08
H -4.426 -0.577 -1.652 0.09
H -4.373 -1.914 -0.353 0.06
H -1.731 -1.293 0.028 0.10
H -3.073 -0.334 0.803 0.13
H -1.302 1.632 -2.397 0.14
H -2.549 0.390 -2.862 0.13
H -0.386 -1.286 -1.633 0.11
H -0.819 -1.018 -3.385 0.14
H 1.242 4.791 -0.433 0.06
H 2.616 5.252 -1.191 0.05
H 2.680 3.377 1.771 0.04
H 2.919 0.615 -2.023 0.17
H 2.710 -1.535 -0.846 0.11
H 3.100 -0.149 0.271 0.12
H 0.181 -0.234 0.429 0.10
H 0.673 -1.992 0.357 0.11
H 1.763 -1.927 2.271 0.07
H 0.601 -0.765 2.611 0.04
C -0.521 -1.562 7.578 -0.08
C -0.451 -2.443 6.510 -0.08
C -0.399 -1.917 5.229 -0.16
N -0.417 -0.602 4.960 0.05
C -0.487 0.228 6.011 -0.15
C -0.539 -0.197 7.329 -0.07
H -0.562 -1.934 8.596 0.11
H -0.436 -3.514 6.667 0.10
H -0.340 -2.566 4.361 0.10
H -0.502 1.285 5.765 0.10
H -0.593 0.519 8.139 0.10
C 2.504 -4.125 -7.711 -0.08
C 2.747 -4.863 -8.860 -0.08
C 2.333 -6.185 -8.890 -0.16
N 1.712 -6.797 -7.869 0.05
C 1.491 -6.061 -6.769 -0.15
C 1.862 -4.732 -6.641 -0.07
H 2.811 -3.087 -7.649 0.11
H 3.247 -4.422 -9.713 0.10
H 2.498 -6.802 -9.767 0.10
H 0.989 -6.581 -5.959 0.10
H 1.655 -4.186 -5.730 0.06
C 4.267 6.203 2.783 -0.08
C 3.765 6.603 1.552 -0.08
C 3.913 7.931 1.186 -0.15
N 4.509 8.857 1.954 0.05
C 4.983 8.444 3.139 -0.16
C 4.890 7.140 3.596 -0.08
H 4.173 5.172 3.106 0.10
H 3.270 5.896 0.890 0.03
H 3.541 8.292 0.233 0.10
H 5.459 9.214 3.740 0.10
H 5.293 6.863 4.562 0.10
C -8.091 -2.805 2.868 -0.08
C -8.130 -2.242 1.601 -0.07
C -6.984 -1.630 1.120 -0.15
N -5.836 -1.545 1.810 0.05
C -5.825 -2.096 3.034 -0.15
C -6.916 -2.734 3.603 -0.07
H -8.967 -3.294 3.280 0.11
H -9.030 -2.278 1.001 0.10
H -6.965 -1.178 0.134 0.10
H -4.886 -2.012 3.570 0.10
H -6.849 -3.163 4.595 0.10
```



What is the formula in the second record? C30H39F9N9O3PS



The highest charge belongs to which entry? C30H39BrClCuN6O4Si